Entry 1:
Below is an isolated molecule of C5H9NO2 at a distorted geometry, with properties calculated with the ωB97M-V functional and the def2-TZVPD basis.

Summary:
**Charge**: 0
**SMILES**: OC[C@@]12COC[C@@H]1N2
**Orbital gap**: 9.79 eV
**E_HOMO**: -9.177 eV
**F_max**: 1.459 eV/A

Last column: Mulliken charge in e.
Positions of all 17 atoms, in Å:
C 1.66157 0.76941 -0.24187  -0.62
C 0.26639 0.28738 0.12929  1.08
C -0.87044 1.27426 0.11106  -0.65
C -1.77240 -0.75390 -0.52740  -0.60
C -0.27890 -1.03252 -0.28513  -0.38
H 3.39072 -0.12996 -0.32011  0.33
H 1.62533 1.29618 -1.21547  0.30
H 1.96796 1.49573 0.53748  0.33
H -0.73520 2.03501 -0.68617  0.32
H -0.96138 1.86391 1.03240  0.26
H -2.41645 -1.51064 -0.04821  0.31
H -2.04151 -0.78305 -1.60053  0.28
H 0.32873 -1.71324 -0.87826  0.44
H 1.02359 -1.18812 1.29085  0.34
N 0.08785 -0.78269 1.13442  -0.82
O 2.47770 -0.37750 -0.22910  -0.53
O -2.08196 0.48315 0.08302  -0.38

Atoms 1-2, force components in eV/Å:
-0.9273 0.2430 0.6397
0.2086 -0.1506 -0.2133

Entry 2:
Below is an isolated molecule of C3H5NO3 at a distorted geometry, with properties calculated with the ωB97M-V functional and the def2-TZVPD basis.

Summary:
**Charge**: 0
**Orbital gap (spin up / spin down)**: 8.32 / 8.16 eV
**E_HOMO (spin up / spin down)**: -7.537 / -7.362 eV
**F_max**: 1.301 eV/A

Last column: Mulliken charge in e.
Positions of all 12 atoms, in Å:
C -0.18400 2.01049 -0.06935  -0.48
C 0.58956 -0.95716 0.18168  0.59
N 1.13995 -1.69886 -0.79811  -0.36
C -1.43299 0.18704 0.64497  -0.02
O -1.10151 1.42956 0.65176  -0.24
O 1.08461 -0.65300 1.22634  -0.53
O -0.77471 -0.71879 -0.14487  -0.38
H 0.57794 -1.95626 -1.59291  0.22
H 2.05369 -2.09872 -0.65419  0.24
H 0.18656 1.56879 -0.98405  0.25
H -0.12267 3.06947 0.06759  0.30
H -2.01644 -0.18257 1.47113  0.41

Atoms 1-2, force components in eV/Å:
0.6303 0.6541 -0.9164
-0.8864 -0.7262 0.4192

Entry 3:
Below is an isolated molecule of C3H6N2O2 at a distorted geometry, with properties calculated with the ωB97M-V functional and the def2-TZVPD basis.

Summary:
**Charge**: 0
**SMILES**: [H]/N=C(\N)OCC=O
**Orbital gap**: 10.25 eV
**E_HOMO**: -9.839 eV
**F_max**: 5.738 eV/A

Last column: Mulliken charge in e.
Positions of all 13 atoms, in Å:
C 0.53249 -0.08321 0.80710  0.50
C -1.19032 -0.19539 -0.71357  -0.29
C -0.66661 0.38451 -1.93819  0.02
H 0.06900 0.86883 2.91537  0.33
H 1.67145 0.70998 2.07703  0.32
H 2.23067 -0.92978 0.48489  0.23
H -0.84886 -1.28015 -0.51907  0.26
H -2.30776 -0.58196 -0.86135  0.34
H 0.07464 1.16236 -1.94615  0.37
N 0.64880 0.11509 2.25361  -0.66
N 1.36813 -0.69576 0.07565  -0.58
O -0.63981 0.64084 0.36869  -0.36
O -0.94182 -0.11537 -3.00400  -0.48

Atoms 1-2, force components in eV/Å:
-1.3623 2.1118 1.7807
-1.0272 -2.3299 1.1827

Per-record energy above the lowest of the compared OMol25 structures with the same formula, charge and spin, kcal/mol: 53.6 94.6 110.7